(1)
The following is a quantum chemistry calculation of one molecule with the formula C3H7NO2 in a non-equilibrium geometry, from the Open Molecules 2025 dataset.

Last column: Löwdin charge in e.
CARTESIAN COORDINATES (ANGSTROEM)
C 1.006 -0.865 0.962  -0.062
C -0.150 -0.030 0.506  -0.350
O -0.056 1.330 0.956  -0.058
C -0.170 -0.229 -1.142  -0.500
N -0.583 0.975 -1.604  0.151
O 0.129 -1.247 -1.716  0.075
H 0.743 -1.916 0.833  0.089
H 1.240 -0.648 2.003  0.084
H 1.869 -0.647 0.327  0.091
H -1.086 -0.349 1.000  0.153
H 0.606 1.800 0.430  0.101
H -1.089 1.104 -0.717  0.098
H -0.862 1.142 -2.575  0.129

Summary:
largest force on an atom	3.3	eV/Å
multiplicity	1
charge	0
LUMO energy	0.80	eV
highest occupied orbital energy	-9.687	eV

(2)
The following is a quantum chemistry calculation of C3H7NO2 as an isolated structure in a non-equilibrium geometry, from the Open Molecules 2025 dataset.

Last column: Löwdin charge in e.
CARTESIAN COORDINATES (ANGSTROEM)
C -1.142 0.152 -0.674  0.048
C -0.138 -0.117 1.034  -0.174
O 0.157 -1.480 1.064  -0.042
C 0.861 0.742 0.384  -0.606
O 1.042 1.914 0.660  0.054
N 1.315 0.144 -0.756  0.103
H -1.765 0.998 -0.442  0.038
H -1.551 -0.844 -0.655  0.032
H -0.790 0.311 -1.737  0.076
H -0.414 0.235 2.067  0.158
H -0.654 -1.943 1.316  0.104
H 1.380 -0.855 -0.810  0.102
H 1.698 0.745 -1.451  0.109

Summary:
largest force on an atom	2.1	eV/Å
multiplicity	1
charge	0
LUMO energy	0.66	eV
highest occupied orbital energy	-8.949	eV

(3)
The following is a quantum chemistry calculation of one molecule with the formula C3H7NO2 in a non-equilibrium geometry, from the Open Molecules 2025 dataset.

Last column: Löwdin charge in e.
CARTESIAN COORDINATES (ANGSTROEM)
N 0.886 0.009 -1.717  0.114
C 0.788 -0.803 -0.542  -0.408
O 1.836 -1.188 -0.083  0.033
C -0.051 -0.728 0.825  -0.112
C -1.225 0.178 0.712  -0.308
O -0.828 1.500 0.417  -0.066
H 0.404 -0.090 -2.606  0.094
H 1.877 0.235 -1.843  0.102
H 0.621 -0.333 1.625  0.134
H -0.289 -1.758 1.127  0.120
H -1.887 -0.242 -0.055  0.117
H -1.736 0.207 1.674  0.118
H -0.365 1.480 -0.435  0.061

Summary:
largest force on an atom	3.5	eV/Å
multiplicity	1
charge	0
LUMO energy	0.53	eV
highest occupied orbital energy	-9.558	eV

(4)
The following is a quantum chemistry calculation of a 2-piece molecular cluster, C3H7NO2 overall in a non-equilibrium geometry, from the Open Molecules 2025 dataset.

Last column: Löwdin charge in e.
CARTESIAN COORDINATES (ANGSTROEM)
C 2.910 0.166 1.156  0.005
C -1.632 0.620 -0.024  -0.317
C -2.239 -0.613 -0.656  -0.070
N 1.305 -0.092 -0.314  -0.015
O 2.407 0.527 0.052  -0.146
O -2.184 1.714 0.020  0.012
H 3.749 0.598 1.426  0.027
H 2.418 -0.671 1.737  0.121
H -0.592 0.423 0.254  0.053
H -2.844 -0.271 -1.476  0.064
H -3.026 -1.152 -0.047  0.091
H -1.439 -1.428 -0.792  0.094
H 1.168 0.179 -1.337  0.083

Summary:
largest force on an atom	5.0	eV/Å
multiplicity	1
charge	0
LUMO energy (alpha / beta)	-0.15 / 0.08	eV
highest occupied orbital energy (alpha / beta)	-8.392 / -8.859	eV

Calculated values (kJ/mol) of energy relative to the best compared isomer or geometry (same formula, charge and spin) for the records, taken in order: 163.95; 350.76; 231.34; 632.13.